{
  "formula": "C38H42N5P2S4Sc",
  "method": "the ωB97M-V functional and the def2-TZVPD basis",
  "species": ["Sc", "C", "C", "S", "C", "C", "S", "C", "C", "S", "H", "H", "H", "H", "H", "H", "H", "H", "H", "H", "H", "H", "C", "C", "N", "N", "C", "N", "S", "C", "C", "C", "C", "C", "N", "H", "H", "H", "H", "H", "H", "H", "H", "H", "N", "P", "C", "C", "C", "C", "C", "C", "C", "C", "C", "C", "C", "C", "P", "C", "C", "C", "C", "C", "C", "C", "C", "C", "C", "C", "C", "H", "H", "H", "H", "H", "H", "H", "H", "H", "H", "H", "H", "H", "H", "H", "H", "H", "H", "H", "H", "H"],
  "xyz": [[1.0077, -0.6240, 0.0465], [4.4483, 0.2901, -0.6928], [4.7768, -1.0824, -0.1131], [3.3302, -2.1813, 0.0351], [3.4615, -2.7906, 1.7345], [3.4773, -1.7249, 2.8232], [2.0835, -0.5554, 2.7315], [2.9120, 1.0395, 2.9530], [3.8945, 1.4035, 1.8525], [3.1875, 1.2492, 0.1880], [5.3534, 0.8961, -0.7426], [4.0596, 0.2003, -1.7083], [5.4885, -1.5774, -0.7738], [5.2486, -1.0064, 0.8644], [2.5942, -3.4419, 1.8410], [4.3570, -3.4088, 1.7981], [3.4334, -2.2068, 3.7992], [4.3972, -1.1441, 2.7913], [2.1054, 1.7709, 3.0109], [3.4133, 1.0265, 3.9217], [4.2091, 2.4392, 1.9770], [4.7887, 0.7849, 1.8941], [1.0505, -3.1629, -3.7951], [1.0364, -2.1063, -2.7411], [0.7322, -2.3073, -1.5034], [0.4266, -3.5983, -1.1640], [0.0376, -3.7328, 0.0730], [-0.2871, -4.9707, 0.4781], [-0.1003, -2.4648, 1.2706], [1.3437, -0.7030, -3.1054], [1.5362, -0.3285, -4.4273], [1.6871, 1.0128, -4.7391], [1.6322, 1.9479, -3.7198], [1.4783, 1.4975, -2.4213], [1.3678, 0.2031, -2.1039], [0.7379, -4.1124, -3.3783], [2.0561, -3.2712, -4.2079], [0.3852, -2.8935, -4.6169], [-0.2729, -5.7274, -0.1855], [-0.6784, -5.1186, 1.3909], [1.5389, -1.0781, -5.2040], [1.8250, 1.3240, -5.7658], [1.7035, 3.0077, -3.9184], [1.4332, 2.2040, -1.6038], [-1.7856, 1.2655, 0.3364], [-0.8133, 0.9037, 1.6881], [-0.2874, 2.5184, 2.3225], [0.3680, 3.3824, 1.4423], [0.9251, 4.5641, 1.9032], [0.8438, 4.8843, 3.2540], [0.1931, 4.0309, 4.1333], [-0.3744, 2.8494, 3.6722], [-1.8775, 0.2169, 2.9804], [-1.3356, -0.5914, 3.9783], [-2.1466, -1.0931, 4.9846], [-3.5026, -0.7989, 4.9950], [-4.0488, 0.0025, 4.0022], [-3.2392, 0.5109, 2.9990], [-1.5705, 0.1397, -0.9255], [-1.7843, 1.1833, -2.3974], [-1.7021, 2.5729, -2.3336], [-1.8407, 3.3346, -3.4869], [-2.0321, 2.7134, -4.7109], [-2.1019, 1.3273, -4.7839], [-1.9865, 0.5644, -3.6331], [-3.0273, -0.9255, -0.9972], [-2.8707, -2.2758, -1.2955], [-3.9847, -3.0979, -1.4029], [-5.2515, -2.5756, -1.1960], [-5.4138, -1.2269, -0.9014], [-4.3065, -0.4011, -0.8145], [-2.6110, 1.8523, 0.4088], [0.4270, 3.1334, 0.3868], [1.4172, 5.2386, 1.2147], [1.2782, 5.8063, 3.6165], [0.1168, 4.2882, 5.1812], [-0.8883, 2.1933, 4.3631], [-0.2797, -0.8307, 3.9720], [-1.7216, -1.7189, 5.7578], [-4.1358, -1.1946, 5.7777], [-5.1054, 0.2336, 4.0104], [-3.6823, 1.1352, 2.2328], [-1.5441, 3.0652, -1.3822], [-1.8036, 4.4145, -3.4275], [-2.1445, 3.3092, -5.6069], [-2.2703, 0.8433, -5.7371], [-2.0830, -0.5153, -3.6894], [-1.8830, -2.6836, -1.4553], [-3.8618, -4.1453, -1.6447], [-6.1191, -3.2174, -1.2713], [-6.4042, -0.8190, -0.7511], [-4.4453, 0.6556, -0.6120]],
  "forces_ev_per_angstrom": [[-0.035, -0.022, 0.078], [0.041, -0.114, 0.082], [-0.061, -0.023, -0.058], [0.000, 0.231, -0.078], [-0.042, 0.084, 0.070], [-0.010, 0.014, -0.038], [-0.006, 0.008, -0.231], [0.018, -0.154, -0.002], [0.041, 0.055, 0.015], [-0.198, -0.018, 0.087], [0.013, -0.022, -0.025], [0.020, 0.005, -0.003], [0.034, 0.030, 0.017], [0.010, 0.025, -0.015], [0.015, -0.014, 0.005], [0.005, 0.003, 0.054], [0.038, -0.047, -0.019], [0.024, -0.005, 0.031], [-0.014, -0.012, 0.011], [0.029, 0.076, -0.022], [0.023, -0.007, 0.016], [0.021, 0.009, 0.001], [0.012, -0.014, 0.034], [0.041, 0.256, 0.012], [0.059, -0.085, -0.071], [0.052, 0.223, -0.123], [-0.075, -0.162, 0.157], [-0.023, 0.051, 0.073], [-0.074, -0.215, 0.046], [-0.031, -0.169, 0.048], [-0.032, 0.011, 0.020], [0.007, 0.024, 0.023], [-0.013, 0.003, 0.013], [-0.057, -0.002, -0.147], [-0.034, -0.114, 0.105], [0.003, -0.006, -0.011], [0.001, 0.017, -0.006], [-0.021, -0.008, 0.005], [0.001, 0.000, -0.015], [0.011, -0.012, -0.006], [0.007, 0.018, -0.016], [0.000, -0.006, -0.005], [0.009, -0.007, 0.011], [0.028, 0.011, 0.011], [0.150, -0.200, 0.260], [-0.039, 0.077, -0.412], [0.019, -0.046, 0.022], [0.029, 0.031, 0.006], [-0.021, -0.026, -0.039], [-0.011, -0.008, 0.034], [0.014, 0.040, -0.002], [-0.023, -0.003, -0.026], [-0.008, 0.006, -0.056], [0.037, 0.007, -0.028], [-0.023, 0.004, -0.001], [0.014, -0.005, 0.015], [0.001, 0.008, -0.009], [-0.013, -0.001, -0.013], [-0.071, 0.331, 0.115], [0.067, -0.031, -0.072], [0.004, -0.015, -0.010], [0.033, -0.004, 0.015], [-0.004, 0.003, -0.030], [-0.005, -0.019, 0.005], [0.021, 0.019, 0.048], [0.007, -0.065, -0.010], [-0.055, 0.075, -0.001], [0.003, -0.004, 0.004], [-0.012, -0.029, -0.011], [0.018, 0.040, 0.007], [0.009, -0.003, 0.032], [0.028, -0.033, -0.003], [0.008, 0.004, -0.003], [0.000, -0.001, -0.004], [0.001, -0.001, 0.007], [0.001, 0.004, 0.001], [0.007, -0.010, 0.000], [-0.052, -0.011, 0.023], [0.005, -0.001, 0.001], [-0.002, -0.002, 0.002], [-0.003, -0.001, -0.002], [-0.009, -0.011, -0.004], [0.002, 0.018, 0.001], [0.000, 0.004, 0.010], [-0.002, -0.005, -0.008], [-0.004, -0.003, 0.000], [-0.002, 0.007, -0.013], [0.059, -0.057, 0.014], [0.000, -0.001, 0.005], [-0.001, 0.002, 0.001], [-0.006, -0.004, -0.005], [-0.010, 0.001, 0.001]],
  "largest_force_ha_per_bohr": 0.0082,
  "charge": 2,
  "homo_lumo_gap_ev": 7.7,
  "lumo_ev": -5.494
}